{"formula": "C6H6O2", "method": "ωB97M-V with the def2-TZVPD basis set", "species": ["C", "C", "C", "C", "C", "C", "H", "H", "H", "H", "H", "H", "O", "O"], "positions_angstrom": [[0.354086, 1.192364, 1.807550], [-0.928598, 0.308303, -1.897398], [1.366539, 0.369569, 1.050627], [-1.231374, -0.740241, -0.870868], [-0.333726, -1.211134, -0.012966], [0.989602, -0.615362, 0.187966], [-0.621266, 0.673146, 1.818564], [0.065710, 0.846421, -1.760269], [2.397689, 0.614256, 1.054966], [-2.220687, -1.128516, -0.811495], [-0.433322, -2.208522, 0.439192], [1.745947, -1.079316, -0.437072], [0.510473, 2.343035, 2.225291], [-1.661073, 0.635999, -2.794088]], "forces_ev_per_angstrom": [[0.523, 1.288, -0.329], [0.604, 0.926, 0.906], [-1.414, -0.655, -0.862], [-0.121, 0.479, -0.155], [0.522, -0.165, -0.175], [0.811, 0.830, 0.862], [-0.133, 0.315, 0.397], [-0.643, -0.636, -0.157], [0.761, 0.517, 0.210], [-0.627, -0.543, -0.669], [-0.515, 0.616, 0.277], [0.372, 0.003, 0.234], [-0.078, -2.569, -0.694], [-0.062, -0.406, 0.155]], "homo_ev": -9.968, "spin_multiplicity": 1, "total_energy_ev": -10411.7075, "de_lowest_ev": 1.7019, "orbital_gap_ev": 9.7, "lumo_energy_ev": -0.25, "smiles": "O=C/C=C\\C=C/C=O"}